1.
{"formula": "C27H52N2O17PS", "method": "ωB97M-V/def2-TZVPD", "orbital_gap_ev": 7.871, "e_tot_ha": -3187.827885, "total_charge": 1, "fmax_ev_per_a": 3.6, "symbols": ["C", "C", "C", "C", "C", "C", "C", "C", "C", "C", "C", "C", "N", "O", "C", "C", "P", "N", "O", "O", "S", "C", "O", "O", "H", "H", "H", "H", "H", "H", "H", "H", "H", "H", "H", "H", "H", "H", "H", "H", "H", "H", "H", "H", "H", "H", "H", "H", "H", "H", "H", "H", "H", "H", "H", "H", "H", "H", "H", "H", "C", "C", "O", "C", "O", "O", "H", "H", "H", "H", "C", "C", "O", "C", "O", "O", "H", "H", "H", "H", "C", "C", "O", "C", "O", "O", "H", "H", "H", "H", "C", "C", "O", "C", "O", "O", "H", "H", "H", "H"], "xyz": [[7.5718, -2.7958, 1.0591], [8.4938, -1.7772, 0.3669], [8.6955, -0.5147, 1.2118], [7.3804, 0.2442, 1.4647], [6.8822, 0.9877, 0.2240], [5.4684, 1.5854, 0.4050], [4.6267, 1.4223, -0.8602], [3.4076, 2.3677, -0.8974], [2.3366, 1.8772, -1.9198], [0.9372, 1.8961, -1.2960], [0.5830, 0.5400, -0.6348], [-0.8584, 0.6481, -0.1644], [-1.2952, -0.4818, 0.7792], [-0.2741, -0.8606, 1.6573], [-0.1030, -0.1302, 2.8854], [0.4899, 1.2734, 2.7833], [-2.9164, 0.0420, 1.4854], [-4.0055, 0.2637, 0.4128], [-3.2885, -1.0074, 2.6283], [-2.7143, 1.4283, 2.2637], [-1.5882, -2.0938, -0.1862], [-1.4063, -1.8032, -1.9402], [-0.5425, -2.9699, 0.2354], [-2.9146, -2.5422, 0.1094], [7.6350, -2.6694, 2.1448], [7.8867, -3.8124, 0.8591], [6.5334, -2.6427, 0.7609], [9.4562, -2.2619, 0.2005], [8.1142, -1.5087, -0.6215], [9.3831, 0.1938, 0.7411], [9.1200, -0.8170, 2.1728], [6.6256, -0.4451, 1.8539], [7.5582, 0.9814, 2.2554], [7.5764, 1.8140, 0.0494], [6.9252, 0.3319, -0.6473], [5.5498, 2.6459, 0.6535], [4.9909, 1.0830, 1.2516], [5.2335, 1.6245, -1.7458], [4.2429, 0.4011, -0.9327], [3.7093, 3.3818, -1.1532], [2.9593, 2.3766, 0.1025], [2.3209, 2.6049, -2.7320], [2.5955, 0.8972, -2.3162], [0.8281, 2.6931, -0.5564], [0.1777, 2.0995, -2.0616], [1.2725, 0.3985, 0.1933], [0.7329, -0.2222, -1.3968], [-1.5777, 0.7661, -0.9695], [-0.9258, 1.5623, 0.4285], [0.6344, -0.7304, 3.4194], [-0.9757, -0.1455, 3.5453], [-0.2090, 2.0154, 2.4034], [1.4219, 1.2695, 2.2218], [0.7433, 1.5567, 3.8072], [-3.6592, 0.0345, -0.5133], [-2.5594, -1.5750, 2.9226], [-2.7218, 1.2692, 3.2217], [-0.3545, -1.9002, -2.1923], [-1.8681, -0.8936, -2.3140], [-1.9358, -2.6573, -2.3670], [-7.4360, 0.3348, -1.0453], [-7.9336, -1.0703, -1.3067], [-8.7013, -0.9005, -2.5019], [-8.2431, 0.1995, -3.1467], [-8.5502, 0.5188, -4.2478], [-7.3811, 0.8912, -2.3617], [-6.4518, 0.3630, -0.5812], [-8.1351, 0.9158, -0.4410], [-7.1221, -1.7737, -1.5076], [-8.5535, -1.4638, -0.5049], [-6.9893, 1.4225, 3.0573], [-7.1663, -0.0006, 3.5206], [-8.5834, -0.1526, 3.5502], [-9.1173, 0.7623, 2.6948], [-10.2481, 0.7870, 2.3493], [-8.1596, 1.6376, 2.2725], [-6.0950, 1.5643, 2.4515], [-6.9781, 2.1351, 3.8848], [-6.7535, -0.7231, 2.8112], [-6.7396, -0.1822, 4.5047], [12.8716, -5.9566, 0.7364], [13.0943, -4.4848, 0.4591], [11.8514, -4.0976, -0.1370], [10.8983, -4.9687, 0.2690], [9.7327, -4.8247, 0.0846], [11.4523, -6.0201, 0.9135], [13.3818, -6.3096, 1.6284], [13.1480, -6.5884, -0.1091], [13.2417, -3.9047, 1.3716], [13.9185, -4.2939, -0.2228], [-10.5792, 3.0515, -4.1135], [-11.9408, 3.5122, -4.5865], [-11.9067, 4.9136, -4.2986], [-10.6095, 5.3057, -4.2551], [-10.2458, 6.4340, -4.2004], [-9.7849, 4.2301, -4.2798], [-10.1731, 2.2303, -4.6950], [-10.5784, 2.7752, -3.0564], [-12.0764, 3.3769, -5.6611], [-12.7641, 3.0354, -4.0609]], "forces_ev_per_a": [[0.1, 0.4, 0.1], [0.2, -0.1, 0.2], [-0.6, 0.1, 0.0], [0.4, 0.1, 0.1], [-0.1, 0.2, 0.6], [0.5, -0.3, -0.5], [-0.5, 0.7, 0.2], [0.0, -1.2, -0.3], [0.0, 1.4, 0.7], [-0.5, -0.7, -0.4], [0.0, 0.9, -0.5], [0.9, 0.4, 0.7], [-0.3, 0.9, -0.3], [-0.2, -0.3, 0.1], [0.8, 0.8, 0.8], [-0.3, -0.3, 0.2], [-3.0, 0.9, -0.2], [1.8, -0.3, 0.1], [1.1, 0.3, -0.4], [0.5, -1.3, 0.3], [0.0, -3.6, -0.1], [0.0, 0.2, 0.0], [0.2, 1.2, -0.3], [0.2, 1.3, -0.1], [-0.1, 0.0, 0.0], [-0.2, -0.1, -0.3], [-0.1, -0.2, 0.1], [0.1, 0.1, -0.1], [0.0, -0.1, 0.0], [0.2, -0.2, 0.0], [0.1, 0.1, 0.0], [-0.1, 0.0, -0.1], [-0.1, 0.0, 0.0], [0.1, -0.1, -0.3], [-0.1, 0.0, 0.0], [-0.1, 0.0, 0.1], [-0.2, 0.1, 0.0], [0.1, -0.2, 0.0], [0.2, -0.1, 0.0], [0.0, 0.1, 0.2], [0.0, 0.1, 0.0], [0.1, -0.3, -0.3], [-0.1, 0.0, -0.1], [0.2, 0.1, 0.0], [0.1, 0.0, 0.0], [-0.1, -0.4, 0.0], [0.0, -0.2, 0.2], [-0.1, -0.3, 0.0], [-0.2, -0.1, 0.1], [0.0, -0.3, -0.3], [-0.3, -0.1, -0.4], [0.1, 0.0, -0.1], [-0.1, 0.0, -0.1], [0.0, 0.1, 0.0], [-0.8, -0.1, -0.2], [-0.2, -0.2, 0.1], [0.1, 0.4, 0.0], [0.0, 0.2, 0.1], [0.0, 0.0, 0.1], [-0.1, -0.1, 0.2], [0.1, 0.0, 0.3], [0.0, -0.1, 0.1], [0.1, 0.1, 0.0], [0.0, 0.0, 0.0], [0.0, -0.1, 0.0], [0.0, -0.1, 0.0], [0.0, 0.1, -0.1], [0.0, 0.0, 0.0], [0.0, 0.0, 0.0], [-0.2, 0.0, -0.1], [0.3, 0.3, 0.0], [0.2, -0.3, 0.1], [0.0, 0.3, -0.1], [-0.1, 0.0, 0.0], [0.0, 0.0, 0.0], [-0.1, -0.2, 0.1], [-0.1, 0.0, -0.1], [-0.1, 0.0, 0.0], [0.0, 0.0, 0.0], [-0.2, -0.1, 0.1], [0.2, -0.1, 0.0], [0.2, 0.0, 0.0], [0.0, 0.0, 0.0], [-0.1, 0.0, 0.0], [0.1, -0.1, 0.0], [0.0, 0.1, 0.0], [-0.2, 0.0, 0.1], [0.0, 0.0, 0.0], [0.0, 0.0, 0.0], [-0.1, 0.0, -0.1], [0.0, -0.2, 0.0], [-0.1, -0.1, 0.0], [0.1, 0.0, 0.0], [0.0, 0.1, 0.0], [0.0, 0.0, 0.0], [-0.1, 0.0, 0.0], [0.1, 0.1, 0.0], [0.0, 0.0, 0.0], [0.0, 0.0, 0.0], [0.0, 0.2, 0.1]], "lowdin_charge": [-0.10, -0.25, -0.22, -0.23, -0.21, -0.21, -0.22, -0.19, -0.18, -0.19, -0.16, -0.16, -0.27, -0.12, -0.20, -0.04, 0.53, -0.07, -0.09, -0.10, 0.72, -0.08, -0.21, -0.26, 0.07, 0.04, 0.06, 0.08, 0.10, 0.11, 0.11, 0.10, 0.11, 0.12, 0.10, 0.11, 0.10, 0.12, 0.11, 0.12, 0.09, 0.11, 0.11, 0.12, 0.12, 0.11, 0.10, 0.12, 0.11, 0.15, 0.10, 0.07, 0.08, 0.10, 0.00, 0.10, 0.10, 0.08, 0.08, 0.10, -0.12, -0.11, 0.07, -0.56, 0.16, 0.06, 0.10, 0.13, 0.13, 0.13, -0.13, -0.13, 0.07, -0.56, 0.18, 0.05, 0.12, 0.14, 0.13, 0.13, -0.11, -0.11, 0.06, -0.56, 0.15, 0.07, 0.13, 0.13, 0.13, 0.13, -0.12, -0.11, 0.06, -0.57, 0.16, 0.06, 0.11, 0.13, 0.13, 0.13]}

2.
{"formula": "C9H15N3O4", "method": "ωB97M-V/def2-TZVPD", "orbital_gap_ev": 9.372, "e_tot_ha": -817.065500, "relative_energy_kcal_mol": 102.7, "fmax_ev_per_a": 6.3, "symbols": ["N", "C", "O", "C", "C", "N", "C", "O", "C", "C", "C", "C", "N", "C", "O", "O", "H", "H", "H", "H", "H", "H", "H", "H", "H", "H", "H", "H", "H", "H", "H"], "xyz": [[-4.3483, 0.4653, 0.1277], [-3.4383, 1.3952, -0.3312], [-3.7003, 2.4383, -0.8046], [-2.0012, 0.8595, -0.3669], [-1.8469, -0.3192, 0.4700], [-0.3864, -0.5572, 0.9443], [0.5871, -0.5403, -0.0104], [0.2697, -0.8478, -1.1625], [2.0357, -0.5966, 0.6046], [2.5374, 0.8885, 0.8881], [3.7634, 1.0631, 0.0596], [3.5845, -0.1243, -1.0846], [2.7664, -1.2012, -0.3984], [-2.5706, -1.7718, 0.0016], [-3.5648, -2.2129, 0.6769], [-2.0803, -2.0746, -1.1497], [-5.4438, 0.6229, 0.0200], [-4.0684, -0.3038, 0.7731], [-1.8947, 0.6648, -1.5221], [-1.3596, 1.7454, 0.0426], [-2.3194, -0.2412, 1.5137], [-0.3074, 0.1310, 1.8387], [1.8490, -1.0028, 1.7288], [2.8739, 0.9477, 2.0220], [1.7650, 1.7276, 0.4721], [4.5951, 0.7002, 0.6744], [3.9632, 2.1268, -0.1916], [4.6929, -0.5946, -1.2414], [3.1763, 0.0659, -2.1500], [2.1217, -1.7175, -1.1603], [-1.2512, -1.7366, -1.2847]], "forces_ev_per_a": [[-2.9, 0.1, 0.5], [0.1, -3.2, 1.0], [-0.9, 2.8, -1.1], [-0.4, 2.3, -1.8], [0.6, -3.9, 4.1], [-2.3, 3.3, 1.8], [-0.7, -1.5, 1.7], [0.9, 0.5, 0.3], [-3.6, 2.0, 1.9], [-1.2, 1.0, 0.8], [0.6, -1.8, -1.4], [2.7, -0.9, -0.5], [1.5, -1.0, -2.9], [-2.2, 2.8, 3.4], [4.6, 1.0, -3.4], [-4.8, -4.1, -0.2], [3.6, -0.1, 0.4], [-0.7, 1.0, -1.1], [0.5, 0.5, 2.3], [-0.8, -1.7, -1.2], [0.4, 0.5, -1.6], [0.6, -2.4, -2.8], [0.8, -0.2, -2.8], [-1.4, 0.5, -2.2], [1.4, -2.0, 1.7], [0.2, 0.2, -0.4], [-0.2, -1.0, -0.5], [-2.6, 1.2, 0.1], [0.5, 0.4, 1.9], [1.9, 1.8, 2.5], [4.0, 2.1, -0.6]], "nbo_charge": [-0.88, 0.68, -0.59, -0.56, -0.17, -0.62, 0.70, -0.68, -0.12, -0.41, -0.43, -0.23, -0.65, 0.83, -0.61, -0.64, 0.42, 0.42, 0.27, 0.25, 0.22, 0.41, 0.21, 0.23, 0.22, 0.21, 0.23, 0.20, 0.21, 0.41, 0.52]}

3.
{"formula": "C5H8N2", "method": "ωB97M-V/def2-TZVPD", "orbital_gap_ev": 7.792, "e_tot_ha": -304.718757, "relative_energy_kcal_mol": 73.3, "fmax_ev_per_a": 2.3, "symbols": ["C", "C", "C", "C", "N", "N", "C", "H", "H", "H", "H", "H", "H", "H", "H"], "xyz": [[-0.7312, -1.1705, 0.8927], [1.8845, -0.4645, -0.3599], [0.6544, 0.3689, -0.4146], [-1.4778, 1.3245, -0.2551], [0.6521, 1.5779, -1.0888], [-0.4717, 0.0304, 0.1440], [-0.5434, 2.1308, -1.0077], [-1.7511, -1.1452, 1.2763], [-0.6164, -2.0594, 0.2632], [-0.0410, -1.2619, 1.7383], [2.6849, 0.0360, -0.9000], [2.1876, -0.6278, 0.6769], [1.6994, -1.4450, -0.8044], [-1.8196, 1.7753, 0.6767], [-2.3109, 0.9308, -0.8376]], "forces_ev_per_a": [[0.0, -0.2, 0.1], [-0.1, 0.0, 0.0], [-0.4, 0.2, 0.0], [1.3, -1.8, 0.6], [0.3, -0.4, 0.1], [-0.8, 1.4, -0.5], [-0.3, 1.0, -0.4], [0.1, 0.0, 0.0], [-0.1, 0.1, 0.1], [-0.1, 0.0, 0.0], [-0.1, 0.0, 0.0], [0.0, 0.0, 0.0], [0.0, 0.0, 0.0], [0.1, -0.1, 0.0], [0.1, -0.1, 0.0]], "nbo_charge": [-0.41, -0.68, 0.51, -0.34, -0.59, -0.38, 0.07, 0.22, 0.20, 0.21, 0.26, 0.23, 0.23, 0.24, 0.24]}